{"formula": "CH4O2PS", "method": "wB97M-V/def2-TZVPD", "symbols": ["S", "P", "O", "O", "C", "H", "H", "H", "H"], "xyz": [[-1.812, 1.953, 1.475], [-1.703, 0.266, 0.456], [-1.099, 0.775, -0.968], [-2.837, -0.668, 0.183], [1.848, -0.844, -0.006], [2.151, 0.136, -0.055], [1.290, -1.051, -0.989], [2.396, -1.584, 0.502], [-0.233, 1.018, -0.599]], "forces_ev_per_a": [[-0.2, 0.3, 0.8], [-0.8, -0.5, 0.2], [1.0, -0.4, -0.5], [0.1, 0.1, 0.2], [-2.2, -1.0, -3.0], [0.9, 2.2, 0.6], [0.7, -0.4, 1.9], [0.4, -0.7, 0.5], [0.1, 0.5, -0.8]], "e_lumo_ev": [3.5, 2.9], "spin_multiplicity": 1, "charge": -1, "homo_ev": [-4.156, -2.701], "gap_ev": [7.69, 5.63]}

=====

{"formula": "CH4O2S", "method": "wB97M-V/def2-TZVPD", "symbols": ["S", "O", "O", "C", "H", "H", "H", "H"], "xyz": [[0.048, -0.905, -0.095], [-0.695, -1.616, 0.899], [0.013, -1.344, -1.455], [-0.234, 0.903, 0.033], [1.648, -0.785, 0.422], [-0.441, 1.320, -0.947], [-1.034, 1.117, 0.731], [0.696, 1.308, 0.412]], "forces_ev_per_a": [[3.1, 1.2, 1.3], [0.0, 0.2, 0.2], [0.1, 0.2, -0.2], [0.0, -0.6, -0.2], [-3.1, -0.6, -1.1], [-0.1, -0.1, -0.1], [-0.2, -0.2, 0.1], [0.1, 0.0, 0.1]], "e_lumo_ev": 0.2, "spin_multiplicity": 1, "smiles": "C[SH](=O)=O", "charge": 0, "homo_ev": -10.930, "gap_ev": 11.12}

=====

{"formula": "CH4O2S", "method": "wB97M-V/def2-TZVPD", "symbols": ["S", "O", "O", "C", "H", "H", "H", "H"], "xyz": [[2.181, 0.350, -0.281], [-1.181, -0.519, 1.237], [-2.269, 0.323, -0.618], [-1.657, -0.587, 0.128], [3.074, 0.229, 0.765], [-2.028, 1.245, -0.465], [-1.553, -1.418, -0.613], [3.145, -0.563, -0.905]], "forces_ev_per_a": [[2.8, -1.9, -0.2], [-1.0, 0.3, -1.5], [-0.4, 1.2, -0.5], [1.7, -1.1, 0.2], [-1.0, 0.4, -0.4], [-0.1, 0.1, 0.7], [-0.1, -0.4, 1.2], [-1.9, 1.5, 0.5]], "e_lumo_ev": 0.6, "spin_multiplicity": 1, "smiles": "O=CO.S", "charge": 0, "homo_ev": -9.778, "gap_ev": 10.39}

=====

{"formula": "CH4O2S", "method": "wB97M-V/def2-TZVPD", "symbols": ["S", "O", "O", "C", "H", "H", "H", "H"], "xyz": [[0.201, 1.380, 0.114], [1.594, -0.786, 0.358], [1.262, 0.267, -0.568], [-1.213, 0.215, 0.006], [-2.008, 0.614, 0.780], [-1.649, 0.127, -1.009], [2.550, -1.052, 0.270], [-0.738, -0.767, 0.049]], "forces_ev_per_a": [[0.1, -1.7, -0.4], [0.3, -0.9, 1.1], [0.8, 0.8, -0.5], [-1.2, 1.3, 0.1], [1.6, -1.6, -1.4], [0.0, 0.9, 0.4], [-1.1, 1.2, -0.6], [-0.4, 0.0, 1.4]], "e_lumo_ev": 0.7, "spin_multiplicity": 1, "smiles": "CSOO", "charge": 0, "homo_ev": -9.176, "gap_ev": 9.83}

=====

{"formula": "CH4O2S", "method": "wB97M-V/def2-TZVPD", "symbols": ["S", "O", "O", "C", "H", "H", "H", "H"], "xyz": [[-1.893, -0.102, 1.415], [0.506, 0.208, -1.755], [2.429, 0.093, -0.633], [1.169, -0.310, -0.915], [-1.285, 1.111, 1.268], [-2.335, 0.282, 2.627], [2.776, 0.697, -1.303], [0.733, -1.051, -0.207]], "forces_ev_per_a": [[0.2, 0.8, 0.2], [-0.5, 0.0, -0.8], [0.0, -1.1, 0.6], [0.0, 0.9, 0.7], [-0.2, -0.6, -0.1], [0.0, -0.2, -0.1], [-0.5, 0.1, -0.1], [0.9, 0.2, -0.2]], "e_lumo_ev": 0.7, "spin_multiplicity": 1, "smiles": "O=CO.S", "charge": 0, "homo_ev": -9.877, "gap_ev": 10.61}

=====

{"formula": "CH4O3S", "method": "wB97M-V/def2-TZVPD", "symbols": ["S", "O", "O", "O", "C", "H", "H", "H", "H"], "xyz": [[1.452, -0.069, -0.249], [2.159, 0.744, -1.165], [1.828, -1.381, 0.179], [1.458, 0.873, 1.017], [-0.342, -0.263, -0.453], [2.279, 1.045, 1.564], [-0.668, -0.134, -1.499], [-0.333, -1.348, -0.089], [-0.735, 0.436, 0.149]], "forces_ev_per_a": [[-0.2, 0.2, 1.4], [0.4, -0.5, -2.0], [1.0, -0.2, -0.6], [-0.2, 0.8, 2.4], [2.7, -3.4, -2.1], [-1.0, -0.8, -1.4], [0.3, -0.2, 0.5], [-1.0, 1.8, -0.6], [-1.9, 2.2, 2.3]], "e_lumo_ev": 0.5, "spin_multiplicity": 1, "smiles": "CS(=O)(=O)O", "charge": 0, "homo_ev": -11.150, "gap_ev": 11.70}

=====

For each record above, in turn, the calculated energy relative to the best compared isomer or geometry (same formula, charge and spin) values are 4.128 1.976 0.732 4.019 0.183 1.529 eV.